1.
Molecular formula: C2H11NO3
Method: DFT, the ωB97M-V functional and the def2-TZVPD basis

CARTESIAN COORDINATES (ANGSTROEM)
1 O -1.2797 -3.9421 2.5284
2 H 0.3387 0.0913 -3.0176
3 O 0.1231 1.4662 1.7087
4 H 0.8941 1.7107 -2.4126
5 H -2.2404 -3.9040 2.4023
6 H -1.6074 -0.6399 -1.2213
7 N 0.0811 0.5871 -0.9553
8 O 2.0600 2.9143 -0.9557
9 H -1.1054 -4.4057 3.3456
10 C 0.3756 0.7711 -2.1479
11 C -0.7490 -0.5968 -0.5483
12 H -0.1131 -1.4547 -0.8013
13 H -1.0983 -0.6644 0.4675
14 H 2.5231 3.5597 -0.4357
15 H 0.0003 1.6768 0.7713
16 H 2.3242 2.0669 -0.6021
17 H -0.5270 0.7635 1.8741

## Properties
* frontier orbital gap (alpha / beta): 8.80 / 4.81 eV
* LUMO level (alpha / beta): -5.4 / -9.4 eV
* M: 97.11 g/mol
* net charge: +1
* 2S+1: 2

***

2.
Molecular formula: C16H14Br2NO9Rh
Method: DFT, the ωB97M-V functional and the def2-TZVPD basis

CARTESIAN COORDINATES (ANGSTROEM)
1 O -1.9273 -0.7361 2.8742
2 H 1.1248 -3.0106 0.6542
3 C 0.1186 2.4793 -3.6895
4 C -0.3060 3.9353 -5.9669
5 Br 2.4973 -1.3003 -0.5142
6 O -0.0618 -0.9194 1.5942
7 Br -0.4293 -2.3740 -1.1621
8 H 1.7632 0.2209 2.8283
9 H 1.7100 -3.6268 -0.9449
10 O 0.6523 2.2802 -1.3722
11 C -0.6112 1.9272 -4.7345
12 C 1.2013 3.5360 2.7810
13 C 0.3711 2.8275 1.7036
14 N -0.5370 4.7253 -7.2029
15 H -0.5618 0.9307 4.1250
16 H -1.4070 2.2666 -6.7131
17 C -0.8524 -0.3819 2.4416
18 O -0.0160 5.8198 -7.2790
19 C -0.2987 0.9915 3.0729
20 C 1.2776 -2.8050 -0.3948
21 C -0.8363 2.6624 -5.8861
22 H 1.4414 2.3134 4.6188
23 C 0.6338 3.7646 -3.7930
24 O -1.6763 1.1905 0.3130
25 H -1.3535 2.9113 3.0804
26 C 0.3424 1.6887 -2.4405
27 C -0.8488 2.2262 2.4139
28 C -2.0555 1.9089 1.2387
29 H 0.8244 5.5017 -5.0626
30 H 0.1929 3.3707 0.7837
31 O -3.0612 2.5026 1.5534
32 C 0.4300 4.5033 -4.9459
33 O -1.2031 4.2154 -8.0813
34 C 1.7676 2.3326 3.5798
35 H 1.9939 4.1042 2.2992
36 O 1.1862 1.6596 1.4380
37 H 2.8559 2.3192 3.5626
38 H 0.6029 4.2198 3.3813
39 Rh 0.3155 0.2920 -0.2441
40 C 1.1991 1.1429 2.7935
41 O 0.2072 0.4306 -2.4662
42 H -0.9943 0.9206 -4.6347
43 H 1.1900 4.1798 -2.9630

## Properties
* frontier orbital gap (alpha / beta): 8.65 / 5.85 eV
* LUMO level (alpha / beta): -0.6 / -3.6 eV
* M: 627.00 g/mol
* 2S+1: 5

***

3.
Molecular formula: C25H29Cl2IrN7O4PS
Method: DFT, the ωB97M-V functional and the def2-TZVPD basis

CARTESIAN COORDINATES (ANGSTROEM)
1 O 2.0778 0.5383 0.3012
2 C -2.1471 -1.0043 1.5818
3 C 3.4650 0.2479 -2.6032
4 H 1.4962 0.9762 -3.0054
5 H -4.4947 3.8950 6.8203
6 C -2.9793 3.2686 5.5862
7 H -1.9802 5.9479 -0.9199
8 C -3.6859 -2.5074 2.2809
9 O 4.2291 0.3878 0.8490
10 H 0.7032 2.7438 1.6828
11 H -0.5332 -0.4917 -2.9265
12 H -2.4868 4.4893 -1.8140
13 H -2.6516 -3.1072 -0.8615
14 H 1.8074 3.1347 0.3644
15 C 2.2535 -2.1334 -1.8325
16 N -2.0273 -1.5837 0.3637
17 H -1.3447 4.6132 5.1940
18 C -1.0522 4.6964 1.1749
19 N -0.4350 4.7127 -1.5327
20 H -2.7123 2.4379 -0.6533
21 H -3.2321 5.0405 6.5770
22 C 2.8028 -1.3080 1.7159
23 N 0.3189 4.5572 0.7202
24 C 0.7640 3.1961 0.6892
25 C -2.7731 1.0669 4.6055
26 N -3.6763 4.1787 6.3080
27 H -4.2804 -4.0037 0.8343
28 H 0.2865 6.3022 -0.4134
29 N -2.9531 -1.4444 2.5430
30 O 0.6484 0.9729 2.7576
31 Ir -0.0534 -0.2512 -0.0910
32 C -2.7797 -2.6382 0.1050
33 N -2.0105 4.1987 0.2004
34 C 1.4342 -1.0418 -2.2390
35 P -0.2716 2.1578 -0.4738
36 Cl 2.9196 -0.8541 3.4021
37 H 5.3117 -0.7372 -2.1199
38 C -1.5435 1.4340 4.0791
39 H -0.3761 -2.1777 -2.2349
40 H -4.4586 1.7224 5.7513
41 C -3.6611 -3.1483 1.0459
42 H 1.5131 5.1048 -0.9001
43 C 2.0964 0.1511 -2.6493
44 N -1.3629 0.0648 1.7276
45 C 0.0208 -1.1739 -2.2915
46 H -3.1462 0.0696 4.4284
47 C 3.0767 0.0488 0.8420
48 C -1.7966 4.8794 -1.0644
49 H 1.7730 -3.0573 -1.5467
50 S -0.5546 0.2798 3.1504
51 H -4.3123 -2.8602 3.0914
52 C -1.0349 2.7081 4.2797
53 H 3.5859 -2.0290 1.4719
54 H -0.8448 3.0645 -2.7018
55 H 4.2275 -2.8629 -1.5064
56 O -0.4139 -0.9709 3.8288
57 H -1.1795 4.1445 2.1076
58 C -1.7415 3.6238 5.0254
59 H -2.1905 2.2972 1.0351
60 Cl 1.2429 -2.0222 1.3774
61 C 0.4902 5.2373 -0.5467
62 C -3.4949 1.9830 5.3421
63 H -1.2514 5.7591 1.3432
64 H 3.9507 1.1666 -2.8912
65 C 4.2385 -0.8288 -2.1754
66 C -0.1350 3.3711 -1.9285
67 C 3.6206 -2.0228 -1.8117
68 H -0.0662 2.9559 3.8769
69 C -1.9596 2.7650 0.0728
70 H 0.8845 3.3277 -2.3211

## Properties
* frontier orbital gap (alpha / beta): 7.32 / 3.47 eV
* LUMO level (alpha / beta): -2.3 / -6.9 eV
* M: 817.72 g/mol
* net charge: +1
* 2S+1: 6

***

4.
Molecular formula: C15H23NO5
Method: DFT, the ωB97M-V functional and the def2-TZVPD basis

CARTESIAN COORDINATES (ANGSTROEM)
1 H -2.4243 0.5297 2.2911
2 H 3.1210 -2.2489 -1.9906
3 O 0.3540 2.1239 -0.5991
4 H 3.9283 -0.4137 1.3113
5 H -3.3111 -0.9736 1.9786
6 C 1.0905 0.4200 0.8887
7 C -2.8551 -0.1007 1.5107
8 C -3.9187 0.7009 0.7575
9 H -1.6399 2.0478 -1.4833
10 C 0.0573 1.0952 0.0136
11 C 3.1402 -1.0774 0.9616
12 H -3.9988 2.3243 -0.6768
13 O -5.7790 0.4903 -0.6765
14 H 3.6659 0.0259 -1.4175
15 H 2.6174 -1.4764 1.8327
16 C 3.5804 1.7441 -0.1755
17 C 2.6758 -2.4631 -1.0194
18 H 0.6415 -0.2606 1.6087
19 H -2.1727 -1.2493 -0.1778
20 O 2.8492 2.8355 0.0110
21 C 3.6975 -2.2253 0.1092
22 C -4.7534 -0.1848 -0.1470
23 H 0.7698 -2.0039 -0.1224
24 H -0.9939 -1.1188 1.1297
25 C 1.5160 -1.5025 -0.7403
26 H -6.3091 -0.0861 -1.2497
27 H 4.6678 -1.9530 -0.3032
28 H 1.0276 -1.1648 -1.6540
29 C -1.7444 -0.5705 0.5661
30 N -1.1657 0.5575 -0.1270
31 H 3.8395 -3.1206 0.7129
32 O 4.7145 1.6693 0.2202
33 C 2.1403 -0.3455 0.0539
34 H 1.5999 1.2038 1.4545
35 H -2.5639 0.5341 -1.6642
36 C -2.1484 1.2471 -0.9446
37 C 2.8925 0.5977 -0.9065
38 H 1.9103 2.7129 -0.2982
39 O -4.5592 -1.3479 -0.3781
40 H 2.2019 1.0010 -1.6493
41 H -2.8199 2.5486 0.6233
42 H 2.3310 -3.4961 -1.0407
43 H -4.6174 1.1557 1.4676
44 C -3.2552 1.8185 -0.0613

## Properties
* frontier orbital gap: 10.01 eV
* LUMO level: 0.4 eV
* M: 297.35 g/mol
* structure (SMILES): O=C(O)CC1(CC(=O)N2CCC(C(=O)O)CC2)CCCC1

***

5.
Molecular formula: C3H7FNO
Method: DFT, the ωB97M-V functional and the def2-TZVPD basis

CARTESIAN COORDINATES (ANGSTROEM)
1 H -0.3514 -1.5515 -0.0894
2 H -0.3501 -0.6247 -1.7033
3 H 0.2683 0.1914 0.9691
4 H -1.7558 -0.5170 -0.5525
5 H -0.2725 1.9660 -1.3465
6 O 3.6967 -0.0912 -0.4119
7 H 0.3009 2.4861 0.3406
8 N -0.1440 0.5321 0.1261
9 F 2.1017 -0.7469 0.8418
10 C 3.4110 -0.4181 0.8339
11 C -0.7444 -0.6444 -0.6034
12 C -0.0043 1.7503 -0.3166
13 H 4.6885 -0.0188 -0.5273

## Properties
* frontier orbital gap (alpha / beta): 5.66 / 11.42 eV
* LUMO level (alpha / beta): -5.3 / -5.4 eV
* M: 92.09 g/mol
* net charge: +1
* 2S+1: 3

***

6.
Molecular formula: C5H7P
Method: DFT, the ωB97M-V functional and the def2-TZVPD basis

CARTESIAN COORDINATES (ANGSTROEM)
1 H -1.3125 1.7676 -0.1027
2 C 1.1503 1.6238 -1.2202
3 H -1.9503 -1.1378 0.1732
4 C -1.2060 -1.0085 0.9483
5 H -1.5606 -0.4444 1.8043
6 H -0.6096 -1.9685 1.0926
7 H 1.3958 2.4887 -1.7658
8 C -0.0965 -0.1849 0.3238
9 C -0.4028 1.1757 -0.0761
10 C 0.9484 -0.7844 -0.4251
11 H 1.1240 -1.8813 -0.5549
12 P 2.0611 0.2011 -1.3866
13 H 0.4587 0.1529 1.1892

## Properties
* frontier orbital gap (alpha / beta): 8.03 / 7.69 eV
* LUMO level (alpha / beta): 0.2 / -0.4 eV
* M: 98.08 g/mol